Molecular formula: C4H12N2O2
Method: DFT, ωB97M-V with the def2-TZVPD basis set

Atoms and positions in Å:
C1 0.435 -0.782 0.888
C2 0.919 0.518 -0.722
C3 0.708 -2.151 0.346
C4 1.182 1.887 -0.144
N1 -1.139 0.258 -0.294
N2 -0.897 -0.403 0.975
O1 -1.587 -0.663 -1.240
O2 -2.741 0.941 0.119
H1 -2.500 -0.824 -0.920
H2 -2.756 1.694 -0.486
H3 -1.148 0.285 1.673
H4 1.075 -0.440 1.700
H5 1.821 -0.085 -0.805
H6 0.533 0.541 -1.737
H7 0.452 -2.911 1.092
H8 0.111 -2.342 -0.546
H9 1.764 -2.265 0.098
H10 0.257 2.448 -0.011
H11 1.680 1.832 0.826
H12 1.830 2.465 -0.810

Its spin multiplicity is 1. Its total charge is 0. The value obtained for the largest force on an atom is 3.858 eV Å⁻¹. The calculation puts the HOMO energy at -0.3031 hartree. The value obtained for the LUMO energy is 0.01904 Eh. The calculation puts the total energy at -419.32774 Ha. The calculation puts the gap between HOMO and LUMO at 8.8 eV.

---

Molecular formula: H42O21
Method: DFT, ωB97M-V with the def2-TZVPD basis set

Atoms and positions in Å:
O1 -1.804 2.921 3.493
H1 -0.944 2.803 3.091
H2 -2.194 2.069 3.690
O2 1.007 2.737 -3.909
H3 0.242 2.805 -4.505
H4 1.631 3.110 -4.547
O3 -1.136 1.267 -1.625
H5 -2.085 1.335 -1.744
H6 -0.976 2.067 -2.147
O4 -1.258 4.020 -2.558
H7 -1.613 4.576 -1.841
H8 -0.294 3.905 -2.766
O5 -1.132 -0.248 3.486
H9 -1.041 -0.824 2.718
H10 -1.414 -0.744 4.260
O6 0.605 1.695 4.681
H11 1.593 1.751 4.627
H12 0.498 0.749 4.481
O7 -1.171 4.600 -0.160
H13 -1.609 4.341 0.683
H14 -0.566 5.278 0.234
O8 -1.405 -3.538 -1.594
H15 -0.979 -3.141 -2.340
H16 -1.427 -3.337 -0.674
O9 -3.775 -0.256 1.374
H17 -2.914 -0.129 1.761
H18 -3.900 -1.123 0.986
O10 0.905 0.891 0.118
H19 0.184 0.767 -0.540
H20 0.825 0.177 0.754
O11 4.368 -1.343 2.734
H21 3.930 -1.848 3.429
H22 3.701 -0.953 2.147
O12 3.663 -0.438 -3.365
H23 2.858 0.092 -3.001
H24 4.009 -0.835 -2.568
O13 -3.980 1.457 -0.904
H25 -4.833 1.207 -0.520
H26 -4.149 1.926 -1.760
O14 -0.022 -3.996 0.930
H27 -0.781 -4.637 1.168
H28 -0.068 -4.255 0.018
O15 3.453 0.812 1.014
H29 4.355 0.990 1.266
H30 3.302 0.736 0.069
O16 0.533 -2.162 -4.208
H31 1.432 -2.281 -3.907
H32 0.138 -1.354 -3.871
O17 -0.028 -1.460 1.365
H33 -0.493 -0.937 0.712
H34 0.284 -2.352 1.080
O18 1.483 0.693 -2.233
H35 1.807 0.883 -1.329
H36 0.961 1.478 -2.420
O19 -2.209 -1.594 -0.391
H37 -2.979 -2.134 -0.676
H38 -2.658 -0.687 -0.242
O20 1.684 -1.817 3.730
H39 1.009 -1.423 3.156
H40 1.065 -1.757 4.510
O21 1.072 -4.186 -1.685
H41 1.816 -4.527 -1.195
H42 1.420 -3.821 -2.543

Its spin multiplicity is 1. Its total charge is 0. The value obtained for the largest force on an atom is 4.121 eV Å⁻¹. The calculation puts the HOMO energy at -0.3848 hartree. The value obtained for the LUMO energy is -0.00525 Eh. The calculation puts the total energy at -1605.11606 Ha. The calculation puts the gap between HOMO and LUMO at 10.3 eV.

---

Molecular formula: CH5O3P
Method: DFT, ωB97M-V with the def2-TZVPD basis set

Atoms and positions in Å:
C1 -1.549 0.636 -0.255
O1 2.213 0.525 0.474
O2 1.189 -1.736 0.051
O3 -0.199 0.528 0.288
P1 1.067 0.025 -0.555
H1 -1.465 1.687 -0.552
H2 -2.109 0.486 0.712
H3 -1.653 -0.177 -1.049
H4 1.920 0.254 1.326
H5 0.585 -2.229 -0.440

Its spin multiplicity is 1. Its total charge is 0. The value obtained for the largest force on an atom is 4.404 eV Å⁻¹. The calculation puts the HOMO energy at -0.3591 hartree. The value obtained for the LUMO energy is 0.02866 Eh. The calculation puts the total energy at -608.19463 Ha. The SMILES is COP(O)O. The calculation puts the gap between HOMO and LUMO at 10.6 eV.

---

Molecular formula: C5H9P
Method: DFT, ωB97M-V with the def2-TZVPD basis set

Atoms and positions in Å:
C1 1.175 -1.183 -1.101
C2 -0.948 -0.857 1.490
C3 0.695 -0.131 1.611
C4 -1.616 -0.410 0.099
C5 0.385 1.531 -1.190
P1 0.320 -0.028 -0.191
H1 1.081 -1.189 -2.172
H2 1.504 -2.081 -0.609
H3 -0.745 -1.926 1.471
H4 -1.521 -0.610 2.380
H5 0.597 0.849 2.091
H6 -2.167 0.526 0.249
H7 -0.480 2.156 -0.983
H8 1.289 2.065 -0.897
H9 0.429 1.287 -2.248

Its spin multiplicity is 1. Its total charge is 0. The value obtained for the largest force on an atom is 5.826 eV Å⁻¹. The calculation puts the HOMO energy (alpha / beta) at -0.2791 / -0.2682 hartree. The value obtained for the LUMO energy (alpha / beta) is -0.08385 / -0.08916 Eh. The calculation puts the total energy at -536.94650 Ha. The calculation puts the gap between HOMO and LUMO (alpha / beta) at 5.3 / 4.9 eV.

---

Molecular formula: C4H7NO2
Method: DFT, ωB97M-V with the def2-TZVPD basis set

Atoms and positions in Å:
C1 -1.365 -0.045 -0.372
C2 -0.603 0.629 0.756
N1 -0.887 1.735 1.290
O1 0.431 -0.070 1.322
C3 1.206 -0.868 0.465
C4 1.512 -0.175 -0.856
O2 1.515 1.022 -0.982
H1 -2.191 -0.629 0.046
H2 -1.769 0.712 -1.048
H3 -0.773 -0.734 -0.979
H4 -1.681 2.157 0.813
H5 2.158 -1.037 0.983
H6 0.753 -1.853 0.282
H7 1.693 -0.844 -1.721

Its spin multiplicity is 1. Its total charge is 0. The value obtained for the largest force on an atom is 0.500 eV Å⁻¹. The calculation puts the HOMO energy at -0.3624 hartree. The value obtained for the LUMO energy is 0.02744 Eh. The calculation puts the total energy at -361.80810 Ha. The SMILES is [H]/N=C(\C)OCC=O. The calculation puts the gap between HOMO and LUMO at 10.6 eV.

---

Molecular formula: C12H21N7O3
Method: DFT, ωB97M-V with the def2-TZVPD basis set

Atoms and positions in Å:
C1 -1.803 1.762 -0.237
C2 -2.223 0.311 -0.497
C3 -1.173 2.232 -1.560
C4 0.262 2.575 -1.336
C5 0.859 3.766 -1.660
C6 2.235 2.478 -0.684
C7 -1.689 -2.049 -0.282
C8 -2.976 -2.674 0.289
C9 -0.542 -2.984 0.211
C10 0.631 -2.611 -0.576
C11 1.445 -1.441 -0.341
C12 2.460 -0.657 1.827
H1 -0.830 2.719 0.983
H2 -0.240 1.264 1.118
H3 -2.778 2.249 -0.196
H4 -1.036 1.442 -2.277
H5 -1.855 3.124 -1.949
H6 0.459 4.568 -2.339
H7 3.068 2.015 -0.103
H8 2.860 4.501 -0.953
H9 -1.526 -0.440 1.240
H10 -1.678 -2.120 -1.414
H11 -0.801 -4.012 0.129
H12 -0.485 -2.644 1.339
H13 1.476 -3.378 -0.633
H14 0.272 -2.448 -1.619
H15 2.162 -1.228 -1.328
H16 0.820 -0.565 -0.266
H17 3.225 -1.976 0.485
H18 4.197 -0.971 2.381
H19 0.450 -0.576 2.366
H20 1.545 0.864 2.502
H21 -4.527 -2.255 1.110
N1 -1.085 1.823 1.078
N2 1.261 1.682 -0.872
N3 2.167 3.761 -1.104
N4 -1.512 -0.711 0.192
N5 2.356 -1.604 0.808
N6 3.410 -0.357 2.585
N7 1.218 0.050 1.953
O1 -3.011 0.026 -1.409
O2 -3.301 -3.769 0.131
O3 -3.768 -1.742 0.911

Its spin multiplicity is 1. Its total charge is 0. The value obtained for the largest force on an atom is 5.134 eV Å⁻¹. The calculation puts the HOMO energy at -0.3270 hartree. The value obtained for the LUMO energy is 0.02244 Eh. The calculation puts the total energy at -1078.80836 Ha. The SMILES is [H]/N=C(/N)NCCC[C@H](NC(=O)[C@@H](N)Cc1c[nH]cn1)C(=O)O. The calculation puts the gap between HOMO and LUMO at 9.5 eV.

---

Energy relative to the best compared isomer or geometry (same formula, charge and spin)
In order: 842.1 808.8 41.1 700.6 191.0 386.3
Unit: kJ/mol